Molecular formula: C29H20F9N3O2ReS
Method: DFT, the ωB97M-V functional and the def2-TZVPD basis

Geometry as XYZ:
```
65
Properties=species:S:1:pos:R:3:forces:R:3:nbo_charge:R:1
Re 0.429302 -1.108169 -0.497791 -1.795 2.470 0.534 1.550
C 3.357679 1.065544 -2.949535 0.050 0.082 -0.046 -0.252
C 2.691808 0.049084 -2.260315 -0.049 0.268 -0.035 0.123
N 1.608033 0.279829 -1.531041 0.772 -0.517 -0.416 -0.497
C 1.123356 1.549338 -1.427620 -0.085 0.165 -0.086 0.228
C 1.731300 2.626263 -2.101748 -0.056 -0.288 0.115 -0.107
C 2.874299 2.347436 -2.882217 -0.021 -0.106 0.021 -0.056
C 1.179984 3.918360 -1.947758 -0.098 0.086 0.103 -0.132
C 0.122182 4.107691 -1.100888 0.150 0.209 -0.126 -0.209
C -0.456118 3.039628 -0.397980 -0.055 -0.405 0.145 -0.113
C -0.019240 1.744139 -0.597056 0.286 0.559 -0.080 0.061
N -0.516624 0.570130 -0.027807 0.966 -1.898 -0.541 -0.379
C -1.752753 0.396127 0.595487 -0.528 -0.022 0.187 0.077
C -2.828781 1.264048 0.633268 0.357 -0.045 -0.174 -0.153
C -3.985165 0.942272 1.360078 -0.232 -0.102 0.149 -0.194
C -4.089982 -0.229919 2.058965 -0.024 0.184 -0.066 -0.121
C -3.060629 -1.193539 1.959243 0.267 -0.085 -0.136 -0.105
C -3.125319 -2.476738 2.542278 0.045 0.001 -0.103 -0.064
C -2.146663 -3.399683 2.267787 -0.084 -0.028 0.112 -0.244
C -1.106076 -3.054023 1.405505 -0.164 0.115 0.065 0.117
N -0.990938 -1.838248 0.881611 0.227 -0.832 0.131 -0.512
C -1.929159 -0.894949 1.175992 -0.185 0.130 0.009 0.230
H 4.237959 0.824127 -3.527326 -0.011 0.005 -0.018 0.258
H 3.047781 -0.972240 -2.303808 -0.054 -0.019 0.007 0.224
H 3.364463 3.151676 -3.416247 -0.004 0.008 -0.004 0.247
H 1.616677 4.748677 -2.486746 -0.001 0.011 0.008 0.245
H -0.284696 5.099930 -0.960834 0.028 0.000 0.025 0.247
H -1.226689 3.255210 0.324172 -0.040 0.020 -0.021 0.226
H -2.821247 2.178252 0.062165 0.012 0.033 0.046 0.237
H -4.811505 1.639653 1.352552 0.025 0.024 0.043 0.250
H -4.974609 -0.452283 2.640719 -0.002 -0.009 0.000 0.245
H -3.962434 -2.726983 3.181847 -0.008 -0.029 -0.014 0.249
H -2.182828 -4.396646 2.682421 -0.004 -0.003 -0.012 0.258
H -0.364631 -3.788393 1.116585 0.051 0.055 -0.009 0.225
C 3.605527 -1.089742 2.936125 -0.120 -0.215 -0.050 -0.786
S 1.854617 -1.016677 2.554625 0.087 0.564 0.220 1.276
O 1.851986 -1.300880 1.027206 -0.155 0.075 -1.013 -0.953
C 1.580936 0.740766 2.740887 -0.116 -0.389 -0.028 -0.309
C 2.392912 1.680745 2.120173 0.113 0.031 -0.120 -0.152
C 2.157401 3.024099 2.355185 0.069 -0.011 -0.061 -0.209
C 1.116979 3.416622 3.190607 -0.107 -0.030 0.002 -0.160
C 0.296269 2.468602 3.786081 0.027 0.060 0.045 -0.188
C 0.528364 1.119194 3.564039 -0.008 -0.173 0.022 -0.196
H 4.162783 -0.447323 2.258889 -0.057 0.007 -0.021 0.252
H 3.928193 -2.124480 2.837615 -0.049 -0.012 -0.026 0.269
H 3.726744 -0.763366 3.968617 -0.066 0.016 0.003 0.271
H 3.203455 1.375829 1.468678 -0.012 0.018 0.013 0.221
H 2.803746 3.766585 1.906335 -0.030 0.008 -0.026 0.241
H 0.948481 4.468545 3.380600 0.014 -0.007 0.011 0.243
H -0.502716 2.773070 4.448431 -0.009 0.016 -0.025 0.243
H -0.080286 0.364020 4.047916 -0.032 0.027 -0.006 0.237
F 1.066976 -2.986385 -1.816188 0.120 0.244 0.240 -0.340
C 0.070771 -3.470189 -2.679704 -0.107 -0.282 0.014 0.971
F -0.454918 -4.509041 -2.049510 0.089 0.142 -0.005 -0.281
F 0.698622 -3.894280 -3.749338 0.000 0.015 0.095 -0.262
C -0.947470 -2.301174 -2.932639 -0.409 -0.146 -0.242 0.001
O -0.709396 -1.210034 -2.141016 0.820 -0.175 0.991 -0.697
C -0.828503 -1.820965 -4.413748 0.136 0.217 0.054 0.981
F 0.446221 -1.441754 -4.628527 -0.124 -0.030 -0.008 -0.319
F -1.603182 -0.760474 -4.609418 0.078 -0.092 -0.022 -0.290
F -1.155215 -2.766782 -5.283525 0.020 0.043 0.077 -0.288
C -2.402211 -2.792978 -2.628920 -0.047 0.087 0.314 0.972
F -3.276135 -1.826698 -2.883439 0.071 -0.078 -0.031 -0.290
F -2.746922 -3.881812 -3.297833 0.105 0.043 -0.031 -0.286
F -2.482766 -3.058644 -1.302162 -0.038 -0.010 -0.198 -0.333
```
Positions in Å, forces in eV/Å.

As for the calculated total energy: -2806.67419 Ha. The calculation puts the maximum force at 3.1 eV/A. Its expectation value of S² is 1.040. Its net charge is +2. The spin multiplicity is 2.

---

Molecular formula: C29H21Br2CaN2OS4
Method: DFT, the ωB97M-V functional and the def2-TZVPD basis

Geometry as XYZ:
```
60
Properties=species:S:1:pos:R:3:forces:R:3:nbo_charge:R:1
Ca 0.237932 -0.472018 -0.612943 -1.447 -1.036 1.656 1.645
S 0.275846 -0.823416 2.342697 -0.716 -0.201 -0.185 -0.496
C 1.656227 -0.101989 3.041145 0.272 -0.053 0.125 -0.187
C 1.661941 0.155194 4.423171 -0.020 0.021 -0.015 -0.237
C 2.763442 0.674480 5.054708 0.199 0.099 0.100 -0.202
C 3.913709 0.976525 4.329514 0.185 0.106 0.161 -0.281
C 3.925776 0.763636 2.964378 0.168 -0.022 0.060 -0.225
C 2.822361 0.219467 2.319648 -0.027 -0.091 -0.167 -0.176
S 2.865697 0.099925 0.545783 0.060 -0.127 0.351 0.223
C 3.224031 -1.670579 0.173295 0.248 0.614 0.074 -0.569
C 2.173790 -2.690230 0.468081 0.185 -0.690 0.460 0.256
C 2.463335 -3.760177 1.317655 -0.079 0.095 -0.190 -0.250
C 1.491874 -4.722931 1.544273 0.050 0.205 -0.048 -0.144
C 0.258638 -4.581663 0.936022 0.045 0.138 -0.037 -0.250
C 0.043682 -3.487209 0.097844 0.135 -0.560 0.400 0.244
C -1.282022 -3.268279 -0.533447 -0.836 0.077 -0.067 -0.594
S -2.084123 -1.794983 0.235972 -0.115 -0.209 -0.068 0.188
C -3.218177 -1.243024 -1.014094 0.024 -0.128 0.006 -0.164
C -4.512869 -1.005321 -0.571069 -0.194 -0.003 -0.018 -0.230
C -5.484347 -0.550664 -1.440702 -0.062 0.059 -0.011 -0.276
C -5.151517 -0.355529 -2.778422 -0.216 0.030 0.073 -0.207
C -3.867789 -0.564760 -3.218038 0.002 -0.032 0.066 -0.227
C -2.845191 -0.977317 -2.346200 -0.137 -0.129 0.033 -0.199
S -1.241331 -1.125905 -2.949635 0.506 0.163 -0.306 -0.464
N 0.993044 -2.583728 -0.135557 0.414 -1.022 -0.057 -0.549
H 0.758967 -0.071905 4.972081 -0.019 -0.026 0.058 0.213
H 2.732648 0.855638 6.122373 0.025 0.002 0.037 0.198
H 4.786811 1.376437 4.829493 0.001 0.045 -0.027 0.200
H 4.800153 1.018068 2.379017 0.038 -0.005 -0.021 0.210
H 4.150401 -1.917117 0.697955 -0.081 -0.072 -0.234 0.224
H 3.391577 -1.621868 -0.907276 0.122 -0.101 0.074 0.258
H 3.435398 -3.832356 1.785921 -0.001 0.058 0.014 0.215
H 1.688575 -5.560378 2.202776 0.003 0.027 -0.006 0.211
H -0.536183 -5.291802 1.119399 -0.027 0.027 -0.058 0.216
H -1.956955 -4.110506 -0.373604 0.198 -0.040 -0.072 0.219
H -1.183994 -3.028786 -1.602328 0.010 -0.140 0.185 0.289
H -4.740214 -1.175926 0.472208 -0.086 -0.076 0.066 0.210
H -6.487017 -0.358457 -1.092064 -0.119 0.009 0.068 0.201
H -5.908043 -0.031275 -3.479451 -0.078 0.060 -0.055 0.199
H -3.605342 -0.393480 -4.252025 0.037 0.016 -0.056 0.216
C -1.980927 1.694528 1.225251 -0.060 -0.117 0.050 -0.685
C -1.257785 2.400809 0.129800 -0.074 0.165 0.058 0.267
C -1.516965 3.763661 -0.124507 0.121 0.092 -0.259 -0.252
C -0.874118 4.394093 -1.149613 -0.105 -0.112 0.173 -0.133
C 0.062344 3.682724 -1.924841 0.080 -0.315 -0.021 -0.128
C 0.784512 4.228720 -2.997207 0.276 0.241 -0.442 -0.103
Br 0.545942 6.065948 -3.469495 0.023 -0.085 -0.047 -0.003
C 1.683714 3.478357 -3.715939 -0.347 0.509 0.214 -0.230
C 1.902508 2.162410 -3.354654 0.144 -0.624 0.215 -0.205
Br 3.201287 1.137087 -4.279706 0.012 0.098 -0.122 0.027
C 1.249316 1.508538 -2.297025 0.314 1.106 -0.910 0.434
O 1.492517 0.312110 -1.980637 1.506 0.265 -1.444 -0.845
C 0.280051 2.317643 -1.589228 0.263 0.847 -0.621 0.097
N -0.389550 1.723350 -0.589290 -0.640 0.784 0.624 -0.532
H -2.394691 2.409410 1.932843 -0.055 0.023 0.064 0.208
H -1.309274 1.008691 1.748231 -0.077 0.031 0.024 0.275
H -2.804387 1.108768 0.809707 -0.056 -0.014 -0.007 0.230
H -2.231918 4.296007 0.484890 -0.059 -0.013 0.067 0.211
H -1.073164 5.432118 -1.379559 0.017 -0.004 0.030 0.224
H 2.219848 3.909237 -4.547578 0.051 0.035 -0.014 0.232
```
Positions in Å, forces in eV/Å.

As for the calculated total energy: -8721.10765 Ha. The relative energy (zero: lowest compared OMol25 entry of this formula, charge and spin) comes out at 1.144 eV. The calculation puts the maximum force at 2.4 eV/A. Its net charge is -1.

---

Molecular formula: C29H21Br2LiN4O2
Method: DFT, the ωB97M-V functional and the def2-TZVPD basis

Geometry as XYZ:
```
59
Properties=species:S:1:pos:R:3:forces:R:3:nbo_charge:R:1
Li 0.545228 -0.443836 -0.615000 -0.315 0.086 0.425 0.857
O -6.363611 3.082686 -2.130133 0.024 -0.070 0.056 -0.679
C -5.325029 2.563675 -2.841045 -0.006 0.103 0.010 0.779
O -5.245848 2.836167 -4.010269 0.059 -0.079 -0.012 -0.593
C -4.354203 1.715202 -2.111670 -0.067 0.041 -0.004 -0.284
C -3.224996 1.267178 -2.806376 0.128 -0.066 -0.037 -0.126
C -2.268959 0.488162 -2.201357 -0.008 -0.068 0.043 -0.288
C -2.364943 0.094500 -0.838793 -0.162 -0.225 0.234 0.209
C -3.535172 0.529263 -0.159339 0.050 0.035 -0.024 -0.295
C -4.482541 1.321219 -0.781686 -0.013 -0.070 0.075 -0.157
N -1.390685 -0.663311 -0.263910 0.056 0.379 -0.341 -0.775
C -1.318263 -0.601158 1.154185 0.192 -0.084 -0.010 0.075
C 0.943571 -1.732635 1.489253 0.020 0.020 -0.197 0.391
C 1.423236 -2.377848 2.625104 0.012 0.039 0.082 -0.263
C 2.212350 -3.499933 2.458609 0.005 -0.046 0.002 -0.144
C 2.489697 -3.958421 1.176702 0.017 -0.012 0.065 -0.266
C 1.981945 -3.247912 0.106896 -0.103 0.151 -0.053 0.058
N 1.239235 -2.148887 0.256838 0.093 -0.059 0.007 -0.507
H -6.288740 2.822344 -1.205897 -0.010 0.019 -0.006 0.475
H -3.119525 1.565643 -3.842959 0.018 -0.027 0.046 0.231
H -1.398556 0.174434 -2.764380 0.002 0.006 -0.005 0.196
H -3.710248 0.203677 0.859708 -0.052 0.055 -0.036 0.196
H -5.356281 1.594943 -0.195275 0.037 -0.019 0.015 0.181
H -1.688479 0.366827 1.520883 0.088 0.119 0.010 0.202
H 1.171183 -2.001233 3.607663 -0.014 -0.015 -0.024 0.235
H 2.597970 -4.024571 3.323827 -0.007 0.010 -0.013 0.223
H 3.095086 -4.838673 1.011693 -0.008 0.016 -0.002 0.227
H 2.188270 -3.547129 -0.915739 -0.019 0.022 0.051 0.204
Br 4.029373 4.139496 3.808366 0.007 0.018 0.012 0.091
C 3.165120 2.976209 2.602242 0.072 0.072 0.109 -0.036
C 3.536658 2.966374 1.270088 -0.017 -0.060 -0.111 -0.294
C 2.883815 2.065591 0.443834 -0.061 -0.050 0.023 0.075
N 1.925709 1.233619 0.847323 0.036 0.173 -0.041 -0.464
C 1.552530 1.284014 2.143111 0.085 -0.263 -0.014 0.172
C 2.178040 2.133283 3.058330 -0.069 0.018 0.072 -0.263
C 0.468718 0.371875 2.530398 -0.104 0.009 -0.034 0.183
C -0.290852 0.472555 3.684450 0.046 0.027 -0.111 -0.283
C -1.306629 -0.405742 4.070768 -0.081 -0.051 0.022 -0.051
Br -1.930893 -0.159235 5.852807 0.000 -0.001 -0.013 0.062
C -1.969002 -1.472924 3.365851 0.087 0.041 -0.053 -0.298
C -1.987057 -1.625493 2.021695 -0.041 0.016 0.042 -0.124
N 0.144727 -0.569653 1.556318 -0.170 -0.151 -0.025 -0.516
H 4.305592 3.621542 0.889671 -0.002 0.003 -0.008 0.239
H 3.146825 2.018428 -0.609513 -0.042 0.071 0.130 0.194
H 1.903971 2.126366 4.103533 0.002 0.001 -0.029 0.235
H -0.057745 1.271838 4.376301 -0.023 -0.017 0.007 0.232
H -2.523567 -2.169301 3.983110 0.026 0.012 -0.004 0.232
H -2.505072 -2.463131 1.565884 0.023 0.053 0.019 0.225
C 2.754579 -0.394076 -4.994189 -0.046 -0.013 0.053 -0.221
C 1.502806 -0.991144 -4.873312 0.157 0.069 -0.049 -0.184
C 0.893001 -1.101697 -3.625191 -0.142 -0.015 0.128 -0.347
C 1.585973 -0.570766 -2.570129 0.332 -0.119 -0.402 0.171
C 2.834886 -0.008775 -2.613113 -0.036 0.040 0.176 -0.361
C 3.421172 0.091534 -3.874555 -0.037 -0.049 -0.123 -0.180
H 3.218320 -0.315796 -5.969583 -0.018 -0.002 0.036 0.223
H 0.989990 -1.377713 -5.744494 0.027 0.008 -0.024 0.226
H -0.077583 -1.572039 -3.513375 0.060 0.036 0.016 0.250
H 3.352956 0.342591 -1.726262 -0.068 -0.119 -0.125 0.227
H 4.401947 0.541799 -3.967898 -0.019 -0.015 -0.032 0.220
```
Positions in Å, forces in eV/Å.

As for the calculated total energy: -6642.69879 Ha. The relative energy (zero: lowest compared OMol25 entry of this formula, charge and spin) comes out at 2.863 eV. The calculation puts the maximum force at 0.5 eV/A.

---

- Which of these has the lowest calculated total energy?
  C29H21Br2CaN2OS4